Entry 1:
Entry from the Open Molecules 2025 dataset: a structure of composition C6H12O at a distorted geometry (wB97M-V/def2-TZVPD).

```
! wB97M-V def2-TZVPD RIJCOSX def2/J DEFGRID3
* xyz 0 1
H 1.4752 1.2926 1.9475
H -1.4659 1.8824 -1.8400
H 1.5445 -1.9014 0.7571
O -1.7427 -0.6670 -1.1418
C -0.5918 1.5827 -1.2505
H -0.1770 -2.2730 0.5408
H -1.9881 -0.8880 -2.0576
C 0.5586 -1.4626 0.5730
H -0.0456 1.5926 0.9786
H -0.5730 2.4722 -0.2150
C 0.6034 -0.7519 -0.8013
H 0.6861 -1.5751 -1.5430
H 0.6470 -0.9003 2.6585
C 0.5767 0.8871 1.4845
H 0.3271 1.7838 -1.8237
H 1.4967 -0.1216 -0.8760
C 0.1723 -0.4952 1.7532
C -0.5844 0.0955 -1.0412
H -0.9190 -0.5530 1.8970
*
```

Computed properties:
Frontier orbital gap (alpha / beta) in Eh: 0.28524 / 0.30837
HOMO level (alpha / beta) in eV: -7.144 / -7.728
ΔE to the lowest compared entry with this formula, charge and spin in kJ/mol: 489.8

Entry 2:
Entry from the Open Molecules 2025 dataset: the molecule C6H6N2O4S3 at a distorted geometry (wB97M-V/def2-TZVPD).

```
! wB97M-V def2-TZVPD RIJCOSX def2/J DEFGRID3
* xyz 0 1
O -1.5225 1.3644 -0.6492
C -0.2743 1.7166 1.9452
H 0.4541 1.7183 2.7534
H 1.6372 -4.7554 -3.1380
C -0.3971 0.8726 -0.4481
C -0.3076 -2.0524 0.1523
C 1.0426 -3.0218 -1.6464
H 1.1005 0.2735 1.0668
S 1.3466 -2.3244 -0.0587
H -1.8596 2.9586 0.6668
H -1.2778 1.6139 2.2780
H -0.2557 0.4160 -2.1692
C 0.0694 0.5618 0.9887
C -0.0916 3.0896 1.4879
S 2.3017 -3.6958 -2.7174
O -1.1126 3.5782 0.7542
O 0.3474 0.5303 -1.4998
S -0.9165 -0.9909 1.4212
O 0.9165 3.7601 1.7160
N -0.2498 -3.0846 -1.9854
N -0.9509 -2.5285 -0.9183
*
```

Computed properties:
Frontier orbital gap in Eh: 0.33693
HOMO level in eV: -9.644
ΔE to the lowest compared entry with this formula, charge and spin in kJ/mol: 164.8

Entry 3:
Entry from the Open Molecules 2025 dataset: a structure of composition C2H2CaKO2 at a distorted geometry (wB97M-V/def2-TZVPD).

```
! wB97M-V def2-TZVPD RIJCOSX def2/J DEFGRID3
* xyz 1 1
C -0.5596 0.3534 0.3713
O -0.2719 -0.9170 -0.0100
K 1.6856 -2.1241 1.2197
C -1.0164 1.2783 -0.6504
H 0.1854 0.8761 1.0131
H -1.8263 0.5536 0.5347
O -0.8049 0.9781 -1.8958
Ca 2.6082 -0.9985 -0.5826
*
```

Computed properties:
Frontier orbital gap (alpha / beta) in Eh: 0.24035 / 0.20368
HOMO level (alpha / beta) in eV: -11.369 / -11.134
ΔE to the lowest compared entry with this formula, charge and spin in kJ/mol: 0.0

Entry 4:
Entry from the Open Molecules 2025 dataset: a structure of composition CH3O4S2 at a distorted geometry (wB97M-V/def2-TZVPD).

```
! wB97M-V def2-TZVPD RIJCOSX def2/J DEFGRID3
* xyz -1 1
H 2.9908 1.1437 0.1530
S 2.3817 -1.1481 -0.0377
O 0.9888 1.0712 -0.5733
O -1.7558 0.8648 -0.5879
C 2.0384 0.4658 -0.2158
S -0.5952 -0.3806 -0.1017
H -2.3878 -1.7799 0.3295
O -0.4053 -0.1607 1.3054
O -1.7360 -1.6201 -0.3210
H -1.5196 1.5438 0.0495
*
```

Computed properties:
Frontier orbital gap in Eh: 0.26535
HOMO level in eV: -3.622
ΔE to the lowest compared entry with this formula, charge and spin in kJ/mol: 159.4

Entry 5:
Entry from the Open Molecules 2025 dataset: a structure of composition C7H14Al at a distorted geometry (wB97M-V/def2-TZVPD).

```
! wB97M-V def2-TZVPD RIJCOSX def2/J DEFGRID3
* xyz -1 1
H -2.0954 2.1882 1.8650
H 1.0252 -1.0357 -1.6790
H 2.6078 0.0374 -2.1337
Al 0.9436 1.3593 -0.3645
C -1.4180 1.2720 1.5986
H -1.7403 -0.1024 -1.9348
C 1.8291 -0.2463 -1.2847
C -1.0720 1.1726 -0.0347
H -0.1422 -1.6364 0.1163
H 4.2172 -2.3754 1.5307
H -1.8948 -1.8449 0.7770
H -0.3642 1.4346 2.1185
H -1.4168 -2.3591 -1.0693
H 1.6259 1.6579 1.0672
C 3.5741 -1.6828 0.8102
H -1.6030 2.1329 -0.5048
C 2.6554 -1.0660 -0.0840
H 1.1612 2.6174 -1.3235
H -1.9034 0.2411 1.9475
H -2.9404 -0.0535 -0.4823
C -1.2707 -1.5837 -0.1904
C -1.7781 -0.1271 -0.7453
*
```

Computed properties:
Frontier orbital gap in Eh: 0.30867
HOMO level in eV: -4.603

Entry 6:
Entry from the Open Molecules 2025 dataset: the ion C8H11IN3 with charge +1 at a distorted geometry (wB97M-V/def2-TZVPD).

```
! wB97M-V def2-TZVPD RIJCOSX def2/J DEFGRID3
* xyz 1 1
H 1.8856 -0.1274 -2.2184
H -2.2989 1.7529 -1.0995
H -1.9724 3.8807 0.2903
C -1.2912 3.1096 0.5508
H 0.3507 -4.2697 -0.3754
H -1.5588 0.6900 1.5979
H 0.1523 2.0965 -1.7176
C 0.1140 0.2448 -0.9407
N -0.4940 -1.5341 0.4393
C -1.5101 1.7999 -0.3094
N -0.6129 -0.3297 0.0469
C 0.5844 -3.6477 0.4973
C -1.7074 0.4955 0.5028
C 1.1681 -0.4363 -1.5701
I -3.5985 -0.5282 0.0828
C 0.5378 -2.2247 -0.1041
H 2.2080 -2.2226 -1.5286
H -0.2189 3.4408 0.2836
H -1.2510 3.1093 1.6338
N -0.3637 1.4855 -1.1302
H 1.6277 -3.7157 0.8760
H -0.2909 -3.6331 1.1460
C 1.3305 -1.7146 -1.1391
*
```

Computed properties:
Frontier orbital gap in Eh: 0.30617
HOMO level in eV: -12.933
ΔE to the lowest compared entry with this formula, charge and spin in kJ/mol: 19.7

Question: Which formula does entry 6 have?
Answer: C8H11IN3